# 1
A 2-piece molecular cluster, C9H10N2O overall at a distorted geometry, computed with wB97M-V/def2-TZVPD.

Output
SMILES: C#Cc1ccc(C)cc1.[H]/N=N\O
Relative energy (zero: lowest compared OMol25 entry of this formula, charge and spin) in kcal per mole: 152.2
Total charge: 0

Positions of all 22 atoms, in Å:
C 0.293 0.083 -1.057
C 0.762 -1.420 0.659
C 1.544 0.601 -0.966
C 2.022 -0.792 0.878
C -0.095 -0.971 -0.326
C 2.421 0.188 0.072
C -1.457 -1.551 -0.640
C -2.622 -1.753 -0.593
C 3.687 0.978 0.279
N -5.116 0.840 0.175
N -4.049 0.262 0.190
O -2.971 1.035 0.560
H -0.216 0.331 -1.954
H 0.486 -2.191 1.297
H 1.766 1.592 -1.523
H 2.543 -1.090 1.863
H -2.320 0.317 0.823
H -3.659 -1.913 -0.548
H 4.190 0.611 1.109
H 4.292 0.872 -0.711
H 3.638 2.045 0.219
H -5.140 1.927 0.195

# 2
One molecule with the formula C9H10N2O at a distorted geometry, computed with wB97M-V/def2-TZVPD.

Output
SMILES: CCOc1cccc2c[nH]nc12
Relative energy (zero: lowest compared OMol25 entry of this formula, charge and spin) in kcal per mole: 66.6
Total charge: 0

Positions of all 22 atoms, in Å:
C -1.146 -3.158 -1.228
C -1.222 -1.759 -0.688
C 0.265 0.131 -0.919
C 1.224 0.880 -1.544
C 1.948 1.960 -0.876
C 1.712 2.319 0.471
C 0.741 1.656 1.089
C 0.114 1.783 2.322
C -0.034 0.598 0.453
H -1.419 -3.320 -2.282
H -1.847 -3.752 -0.695
H -0.090 -3.513 -1.176
H -2.261 -1.354 -0.799
H -0.881 -1.848 0.355
H 1.424 0.517 -2.587
H 2.610 2.627 -1.464
H 2.236 3.083 1.054
H 0.293 2.302 3.186
H -1.436 0.731 3.204
N -0.900 0.904 2.328
N -1.003 0.122 1.232
O -0.329 -0.907 -1.437

# 3
One molecule with the formula C9H10N2O, computed with wB97M-V/def2-TZVPD.

Output
SMILES: N[C@@H]1Cc2ccccc2NC1=O
Relative energy (zero: lowest compared OMol25 entry of this formula, charge and spin) in kcal per mole: 0.0
Total charge: 0

Positions of all 22 atoms, in Å:
C 1.721 -0.670 0.376
C 0.600 -1.377 -0.399
C -0.724 -0.711 -0.195
C -1.929 -1.422 -0.063
C -3.123 -0.732 0.134
C -3.119 0.664 0.178
C -1.931 1.366 0.056
C -0.723 0.678 -0.131
C 1.727 0.824 0.024
H 3.289 -1.917 0.780
H 3.716 -0.513 0.067
H 1.500 -0.706 1.467
H 0.568 -2.443 -0.120
H 0.846 -1.308 -1.472
H -1.894 -2.512 -0.100
H -4.059 -1.282 0.289
H -4.030 1.241 0.346
H -1.915 2.441 0.102
H 0.511 2.379 -0.336
N 3.008 -1.240 0.081
N 0.495 1.371 -0.192
O 2.743 1.498 -0.015

# 4
One molecule with the formula C9H10N2O at a distorted geometry, computed with wB97M-V/def2-TZVPD.

Output
SMILES: C=C=NC(=O)/C=C\N=C(/C)C=C
Relative energy (zero: lowest compared OMol25 entry of this formula, charge and spin) in kcal per mole: 135.2
Total charge: 0

Positions of all 22 atoms, in Å:
C -0.196 2.704 0.541
C -0.014 1.723 1.442
C -0.203 2.707 -0.895
C -0.121 0.450 -2.359
C -0.197 -0.666 -2.983
C -1.788 -2.053 1.003
C -0.554 -1.756 0.586
C 0.370 -0.608 0.836
C 1.813 -0.983 0.975
N 0.050 1.377 -1.554
N -0.149 0.469 1.144
O -0.400 3.641 -1.631
H -0.205 3.753 0.841
H -0.058 1.803 2.564
H -0.019 -1.572 -2.468
H -0.374 -0.643 -4.054
H -2.102 -3.130 0.836
H -2.556 -1.377 1.425
H 0.048 -2.598 0.265
H 2.055 -1.951 0.523
H 2.030 -1.105 2.030
H 2.570 -0.185 0.934

# 5
One molecule with the formula C9H10N2O2 at a distorted geometry, computed with wB97M-V/def2-TZVPD.

Output
SMILES: C=CCC#C[C@]1(C)NC(=O)NC1=O
Relative energy (zero: lowest compared OMol25 entry of this formula, charge and spin) in kcal per mole: 82.3
Total charge: 0

Positions of all 23 atoms, in Å:
C 0.024 -0.100 -0.569
C -1.015 -0.598 -0.850
C 1.009 2.011 -0.664
C 0.960 2.041 1.668
C -2.120 -2.680 0.757
C -2.866 -1.995 -0.163
C 1.441 0.669 -0.049
C 2.654 -0.026 -0.667
C -2.324 -1.064 -1.176
N 0.763 2.797 0.460
N 1.394 0.812 1.352
O 0.841 2.415 -1.788
O 0.987 2.535 2.763
H -2.490 -3.262 1.618
H -1.106 -2.843 0.750
H -3.908 -2.235 -0.099
H 3.575 0.582 -0.304
H 2.729 -0.057 -1.866
H 2.578 -1.048 -0.308
H -2.315 -1.573 -2.024
H -3.053 -0.203 -1.266
H 0.379 3.657 0.463
H 1.862 0.164 1.963

# 6
An isolated ion of composition C9H10N2O2P and charge -1 at a distorted geometry, computed with wB97M-V/def2-TZVPD.

Output
SMILES: CC1=NC=C[C@]2(C(=O)[O-])[C@H](/C=N/P)[C@H]12
Relative energy (zero: lowest compared OMol25 entry of this formula, charge and spin) in kcal per mole: 37.4
Total charge: -1

Positions of all 24 atoms, in Å:
C 0.752 -0.386 1.866
C 1.151 1.050 -0.305
C 0.012 1.966 -0.252
C -0.508 -0.871 1.709
C 1.498 -0.144 0.627
C 3.015 -0.502 0.701
C 0.770 -0.343 -0.670
C -0.622 -0.922 -0.573
C -1.240 -1.327 -1.890
N -1.163 -1.227 0.594
N -1.156 1.654 0.042
O 3.436 -0.535 1.853
O 3.584 -0.630 -0.375
P -2.674 1.802 -0.287
H 1.091 -0.311 2.891
H 1.993 1.485 -0.863
H 0.248 3.013 -0.363
H -1.069 -1.111 2.589
H 1.373 -0.674 -1.573
H -0.393 -1.667 -2.525
H -1.808 -0.450 -2.270
H -1.927 -2.131 -1.675
H -3.337 1.943 0.912
H -3.025 0.318 -0.163

> Which of these has the lowest total charge?

C9H10N2O2P

> Among the records above, which one has the lowest total charge?

C9H10N2O2P

> Which formula does entry 6 have?

C9H10N2O2P

> What is the relative energy (zero: lowest compared OMol25 entry of this formula, charge and spin) in the sixth record?

37.4 kcal per mole